(1)
Formula: C3H8BN
Source: the OMol25 dataset
Level of theory: ωB97M-V with the def2-TZVPD basis set

Last column: Mulliken charge in e.
Element x y z (Å)
B 0.81144 1.01059 0.20293  -0.231
C -0.68581 0.99360 -0.15281  -0.589
C -1.12802 -0.48488 0.27218  -0.541
C 0.17689 -1.25475 -0.13999  -0.344
N 1.24911 -0.24776 0.02435  -0.033
H 2.11147 2.71671 0.20627  -0.092
H -1.47308 1.68242 0.23638  0.313
H -0.67527 1.34116 -1.28889  0.192
H -1.09697 -0.36888 1.44897  0.202
H -2.03663 -0.81916 -0.06662  0.430
H 0.36065 -2.32616 0.39642  0.251
H 0.26212 -1.53477 -1.24716  0.258
H 2.12408 -0.70814 0.10797  0.184

The calculation puts the total energy at -198.5874 Ha. The calculation puts the HOMO-LUMO gap at 9.56 eV. The value obtained for the relative energy (zero: lowest compared OMol25 entry of this formula, charge and spin) is 72.1 kcal per mole. As for the HOMO energy: -8.8 eV. For the LUMO energy, the calculation gives 0.720 eV.

=====

(2)
Formula: C4H8N2O
Source: the OMol25 dataset
Level of theory: ωB97M-V with the def2-TZVPD basis set

Last column: Mulliken charge in e.
Element x y z (Å)
C 1.55155 0.87514 0.23796  -0.853
N 0.09817 1.11315 0.30645  -0.151
C -0.78883 0.18747 -0.15232  -0.043
C -1.55100 0.52301 -1.26709  -0.130
N -0.92337 0.01188 -2.31014  -0.422
C -1.00346 -1.14536 0.50162  -0.361
O 0.06704 -1.62405 1.27308  -0.535
H 1.91044 0.96535 -0.79879  0.309
H 2.06040 1.62611 0.84500  0.306
H 1.79311 -0.12268 0.59827  0.358
H -0.13087 2.00996 -0.11462  0.354
H -0.07489 -0.49589 -1.96496  0.177
H -1.24140 -1.88951 -0.26852  0.398
H -1.92894 -1.00900 1.08953  0.254
H 0.16206 -1.02557 2.02453  0.341

The calculation puts the total energy at -341.8023 Ha. The calculation puts the HOMO-LUMO gap at 7.48 eV. Its SMILES is CNC(=C=N)CO. The value obtained for the relative energy (zero: lowest compared OMol25 entry of this formula, charge and spin) is 126.4 kcal per mole. As for the HOMO energy: -7.6 eV. For the LUMO energy, the calculation gives -0.119 eV.

=====

(3)
Formula: C3H9NO2S
Source: the OMol25 dataset
Level of theory: ωB97M-V with the def2-TZVPD basis set

Last column: Mulliken charge in e.
Element x y z (Å)
C -0.37955 -0.43381 0.38230  -0.281
O -1.59750 0.08726 0.92216  -0.509
C 0.63394 0.62333 -0.06688  0.237
C 1.60625 -0.13194 -0.98362  -0.834
S 2.91381 -1.31767 -0.36238  -0.739
N 1.25775 1.06537 1.09736  -0.602
H -0.63094 -0.96261 -0.62289  0.148
H 0.16306 -1.04980 1.14861  0.118
H 0.12863 1.36766 -0.71763  0.128
H 0.94139 -0.69954 -1.60891  0.252
H 2.10092 0.43621 -1.80681  0.279
H 1.97422 0.40428 1.40632  0.191
H 0.78171 1.51990 1.93205  0.239
H -2.59435 -0.14238 0.50071  0.318
H -3.26767 -0.61812 -0.79430  0.182
O -4.03167 -0.14815 -0.42608  -1.126

The calculation puts the total energy at -723.0207 Ha. Its net charge is -2. The calculation puts the HOMO-LUMO gap at 5.86 eV. The value obtained for the relative energy (zero: lowest compared OMol25 entry of this formula, charge and spin) is 38.5 kcal per mole. As for the HOMO energy: 0.0 eV. For the LUMO energy, the calculation gives 5.911 eV.

=====

(4)
Formula: C5H8N2
Source: the OMol25 dataset
Level of theory: ωB97M-V with the def2-TZVPD basis set

Last column: Mulliken charge in e.
Element x y z (Å)
H -0.08602 -0.50116 2.24151  0.228
N -0.96020 -0.23172 1.79379  -0.705
C -0.89552 -0.00008 0.56151  0.621
C -2.09605 0.47661 -0.18543  -1.176
C 0.36861 -0.16329 -0.26446  0.332
C 0.48612 -1.14342 -1.16242  -0.829
N 1.15399 0.96767 -0.12820  -0.328
C 2.32002 0.69752 0.29212  -0.288
H -1.87804 1.44073 -0.64164  0.314
H -2.33702 -0.22275 -0.98410  0.323
H -2.93863 0.56981 0.49335  0.342
H 1.41386 -1.31502 -1.68284  0.323
H -0.30877 -1.84967 -1.32792  0.279
H 3.05884 1.48629 0.22808  0.266
H 2.69881 -0.21152 0.76663  0.300

The calculation puts the total energy at -304.7585 Ha. The calculation puts the HOMO-LUMO gap at 10.23 eV. Its SMILES is [H]/N=C(/C)C(=C)N=C. The value obtained for the relative energy (zero: lowest compared OMol25 entry of this formula, charge and spin) is 48.3 kcal per mole. As for the HOMO energy: -9.4 eV. For the LUMO energy, the calculation gives 0.832 eV.